1.
{"formula": "C18H30N4O6S", "method": "ωB97M-V/def2-TZVPD", "smiles": "CNC(=O)[C@@H](NC(C)=O)[C@@H](C)O.CCCCNC(=O)c1ccc(S(N)(=O)=O)cc1", "charge": 0, "homo_lumo_gap_ha": 0.335, "e_lumo_ev": -0.49, "symbols": ["O", "O", "O", "O", "O", "O", "C", "C", "C", "C", "C", "C", "C", "C", "C", "N", "N", "N", "N", "C", "C", "C", "C", "C", "C", "C", "C", "C", "S", "H", "H", "H", "H", "H", "H", "H", "H", "H", "H", "H", "H", "H", "H", "H", "H", "H", "H", "H", "H", "H", "H", "H", "H", "H", "H", "H", "H", "H", "H"], "positions_angstrom": [[-2.20819, 3.97047, -3.19524], [1.80751, -1.08488, 3.52567], [2.02130, -4.64105, 0.72382], [-4.65962, -1.86025, 0.35990], [-2.58942, -1.81739, 1.69015], [-0.79778, -4.62550, 1.04911], [-1.36639, 3.14756, -2.87035], [0.67292, -1.14542, 3.06769], [1.97418, -3.69781, 1.51338], [-0.86279, 0.88993, -1.78048], [-3.04157, 1.89327, -1.52359], [-1.29454, -0.22136, -1.04426], [-3.47927, 0.78332, -0.80451], [-1.73008, 1.97380, -2.03307], [-2.60843, -0.28091, -0.56156], [2.90272, -2.73451, 1.51145], [-0.17742, 3.39897, -3.51564], [0.15984, -2.26009, 2.55063], [-2.62691, -3.01429, -0.47605], [-0.20695, 0.08129, 3.05568], [4.06592, -2.68878, 0.62726], [2.03528, 6.92158, -2.16972], [1.14391, 3.22273, -2.94144], [1.24641, 5.61623, -2.12848], [1.87798, 4.56075, -3.04978], [-1.32513, -4.71286, 3.37547], [0.81960, -3.58388, 2.53001], [-0.21072, -4.71456, 2.32929], [-3.20380, -1.71859, 0.36526], [-0.07684, -4.84484, 0.43870], [0.14411, 0.87776, -2.18198], [-3.74691, 2.70041, -1.70828], [-0.61575, -1.05472, -0.87375], [-4.50475, 0.75058, -0.44021], [2.79903, -2.00033, 2.20699], [-0.27543, 4.20563, -4.12743], [-0.80304, -2.21827, 2.23106], [-2.13354, -3.59058, 0.20849], [-3.45005, -3.49406, -0.81216], [-1.14059, -0.14250, 3.57014], [-0.41919, 0.36293, 2.02614], [0.30671, 0.89507, 3.56593], [4.81134, -2.00170, 1.03062], [4.50888, -3.68382, 0.54254], [3.76412, -2.35011, -0.36514], [3.06493, 6.75973, -1.83687], [2.05368, 7.32506, -3.18650], [1.56994, 7.66149, -1.51162], [1.68951, 2.44843, -3.49115], [1.09191, 2.92457, -1.88871], [0.21381, 5.81643, -2.43148], [1.22677, 5.24223, -1.09996], [2.92368, 4.41281, -2.76232], [1.86513, 4.91033, -4.08738], [-0.89062, -4.75634, 4.37387], [-1.95666, -5.58871, 3.22742], [-1.93876, -3.81746, 3.28867], [1.27171, -3.73654, 3.50998], [0.30834, -5.67122, 2.40376]], "nbo_charge": [-0.61, -0.68, -0.68, -0.93, -0.98, -0.76, 0.65, 0.69, 0.67, -0.19, -0.14, -0.14, -0.19, -0.12, -0.31, -0.61, -0.61, -0.63, -1.08, -0.70, -0.41, -0.60, -0.22, -0.40, -0.40, -0.63, -0.16, 0.10, 2.26, 0.51, 0.22, 0.25, 0.23, 0.25, 0.44, 0.41, 0.44, 0.44, 0.41, 0.24, 0.23, 0.24, 0.21, 0.22, 0.20, 0.20, 0.20, 0.21, 0.19, 0.20, 0.21, 0.20, 0.21, 0.20, 0.21, 0.22, 0.22, 0.23, 0.19]}

2.
{"formula": "C18H30O18", "method": "ωB97M-V/def2-TZVPD", "smiles": "COC(=O)OC.COC(=O)OC.COC(=O)OC.O=C1OCCO1.O=C1OCCO1.O=C1OCCO1", "charge": 0, "homo_lumo_gap_ha": 0.384, "e_lumo_ev": 0.11, "symbols": ["C", "C", "O", "C", "O", "O", "H", "H", "H", "H", "C", "C", "O", "C", "O", "O", "H", "H", "H", "H", "C", "C", "O", "C", "O", "O", "H", "H", "H", "H", "C", "O", "C", "O", "O", "C", "H", "H", "H", "H", "H", "H", "C", "O", "C", "O", "O", "C", "H", "H", "H", "H", "H", "H", "C", "O", "C", "O", "O", "C", "H", "H", "H", "H", "H", "H"], "positions_angstrom": [[-0.36358, 0.51906, -3.50968], [-0.77914, -0.87046, -3.86379], [-1.34064, -0.72415, -5.13107], [-1.23760, 0.47697, -5.55021], [-1.66162, 0.87141, -6.62832], [-0.59458, 1.15874, -4.71425], [0.67945, 0.58684, -3.20049], [-0.99658, 0.95798, -2.73846], [-1.44488, -1.28355, -3.10598], [0.15594, -1.42866, -3.90978], [0.49919, -2.62980, 0.87048], [1.91042, -2.90246, 0.31675], [2.65171, -3.22005, 1.45756], [1.83401, -3.28950, 2.57564], [2.16396, -3.48749, 3.72251], [0.52350, -2.98019, 2.16804], [-0.23664, -3.20987, 0.31357], [0.20917, -1.58984, 0.72056], [2.39252, -2.03077, -0.12576], [1.99928, -3.68862, -0.43302], [0.09607, 0.32398, 0.25753], [0.51980, 1.58369, -0.45366], [1.31499, 1.02723, -1.52059], [1.06340, -0.27718, -1.66242], [1.64118, -0.99486, -2.47382], [0.14977, -0.58824, -0.78307], [-0.89479, 0.31681, 0.71168], [0.79493, 0.05458, 1.04944], [1.12554, 2.26176, 0.14751], [-0.28803, 2.08461, -0.98711], [4.13984, 0.15386, -1.56815], [4.23063, 1.05898, -0.44812], [3.37431, 0.90302, 0.54368], [2.49914, -0.00224, 0.71670], [3.61254, 1.91051, 1.49322], [2.63890, 2.15636, 2.51091], [4.16502, -0.88406, -1.23619], [4.98197, 0.30405, -2.24370], [3.30600, 0.35394, -2.24103], [2.19367, 1.27462, 2.97179], [1.86606, 2.81741, 2.11869], [3.15424, 2.70347, 3.30035], [-3.52691, -1.25196, -0.91984], [-2.64172, -0.17357, -0.91342], [-3.15997, 1.06497, -0.85875], [-4.26565, 1.42238, -1.17181], [-2.11476, 1.85297, -0.49373], [-2.34743, 3.17724, -0.12015], [-3.02733, -2.13509, -1.31810], [-4.41949, -1.10188, -1.52721], [-3.87119, -1.36394, 0.10828], [-1.43600, 3.76781, -0.02726], [-2.90811, 3.20263, 0.81425], [-2.92264, 3.73035, -0.86264], [0.47879, -1.59149, 3.85818], [-0.09105, -0.54490, 3.09522], [-1.32630, -0.17970, 3.30240], [-2.02525, -0.38638, 4.24677], [-1.66747, 0.64821, 2.29855], [-2.92816, 1.26829, 2.26162], [0.50391, -1.27495, 4.90091], [1.49458, -1.68623, 3.47438], [-0.01925, -2.55366, 3.73856], [-3.73842, 0.65201, 1.87203], [-2.78906, 2.09668, 1.56699], [-3.30019, 1.58237, 3.23684]], "nbo_charge": [-0.11, -0.12, -0.47, 0.97, -0.62, -0.47, 0.23, 0.16, 0.19, 0.22, -0.11, -0.10, -0.48, 0.98, -0.57, -0.52, 0.18, 0.22, 0.21, 0.19, -0.20, -0.10, -0.54, 1.02, -0.64, -0.52, 0.27, 0.27, 0.20, 0.22, -0.27, -0.47, 1.03, -0.72, -0.51, -0.26, 0.20, 0.21, 0.22, 0.21, 0.17, 0.21, -0.26, -0.51, 1.00, -0.59, -0.54, -0.26, 0.20, 0.21, 0.19, 0.21, 0.18, 0.21, -0.24, -0.52, 0.99, -0.62, -0.53, -0.25, 0.18, 0.18, 0.23, 0.18, 0.18, 0.21]}

3.
{"formula": "C18H31BBr2F4HgO6PS4Te", "method": "ωB97M-V/def2-TZVPD", "s2": 0.752, "charge": -2, "homo_lumo_gap_ha": [0.232, 0.213], "spin_multiplicity": 2, "e_lumo_ev": [3.77, 3.22], "symbols": ["Hg", "C", "C", "S", "C", "C", "S", "C", "C", "S", "H", "H", "H", "H", "H", "H", "H", "H", "H", "H", "H", "H", "Br", "C", "Br", "H", "H", "C", "C", "O", "P", "O", "Te", "O", "C", "C", "H", "H", "H", "H", "H", "H", "H", "H", "H", "H", "F", "B", "F", "F", "F", "C", "C", "C", "C", "C", "C", "C", "S", "O", "O", "O", "H", "H", "H", "H", "H", "H", "H"], "positions_angstrom": [[10.00813, 12.11708, 9.66191], [8.32818, 13.53795, 6.85591], [9.10063, 12.60905, 5.91664], [10.48212, 11.71214, 6.70820], [10.01835, 10.04100, 6.13729], [8.69696, 9.52004, 6.66134], [8.44475, 9.53500, 8.42760], [6.78148, 10.22337, 8.66677], [6.49979, 11.57397, 7.97933], [7.61003, 12.91657, 8.38509], [9.01853, 14.25650, 7.21205], [7.54689, 14.05494, 6.27260], [8.44094, 11.92818, 5.36530], [9.56712, 13.32845, 5.20025], [9.96004, 10.01879, 5.08368], [10.81953, 9.38348, 6.39411], [7.84531, 10.07237, 6.24038], [8.52070, 8.52965, 6.30296], [6.07585, 9.47538, 8.35157], [6.72014, 10.28168, 9.75563], [6.47481, 11.38429, 6.90111], [5.47898, 11.94371, 8.18037], [13.14470, 12.49766, 13.92378], [12.09300, 13.53052, 12.62553], [10.73981, 14.65864, 13.42606], [11.57330, 12.77152, 12.03842], [12.89650, 14.08546, 12.09750], [12.49764, 6.77146, 7.78344], [13.38197, 7.78738, 8.44234], [12.57780, 8.92972, 8.91010], [13.46680, 10.21313, 9.36880], [12.49670, 11.23645, 9.87642], [15.06805, 10.86923, 7.70525], [14.41215, 9.65165, 10.53143], [13.88855, 9.44968, 11.85247], [13.93515, 7.97527, 12.16100], [13.12800, 5.88252, 7.52756], [12.05517, 7.17710, 6.85657], [11.70049, 6.37504, 8.44262], [14.21058, 8.10818, 7.76739], [13.78919, 7.28956, 9.36670], [12.86749, 9.79910, 11.90749], [14.51323, 10.02205, 12.53927], [13.35577, 7.40056, 11.46052], [13.66610, 7.74428, 13.20186], [15.00718, 7.67314, 12.05928], [6.94752, 11.28662, 11.64929], [5.99083, 10.90370, 12.58302], [6.26951, 9.57772, 12.90465], [4.73880, 10.98899, 12.00127], [6.08810, 11.72992, 13.66962], [16.18038, 15.11139, 11.26787], [14.82385, 15.33348, 10.61642], [14.39000, 14.47752, 9.59079], [13.14761, 14.53907, 9.04586], [12.30962, 15.57254, 9.52617], [12.68412, 16.45456, 10.54740], [13.96714, 16.33530, 11.07867], [10.70043, 15.78319, 8.71532], [10.29548, 17.13575, 9.16699], [10.95280, 15.69591, 7.28464], [9.86901, 14.68394, 9.20572], [16.99159, 14.98566, 10.57389], [16.22168, 14.20538, 11.86651], [16.37842, 16.00714, 11.92532], [15.07103, 13.71153, 9.24688], [12.91777, 13.92976, 8.17555], [11.98699, 17.20283, 10.81022], [14.27634, 17.08061, 11.84816]], "nbo_charge": [0.81, -0.57, -0.55, 0.23, -0.52, -0.57, 0.22, -0.55, -0.58, 0.28, 0.30, 0.21, 0.20, 0.24, 0.21, 0.24, 0.21, 0.21, 0.21, 0.30, 0.20, 0.24, -0.04, -0.50, 0.05, 0.24, 0.25, -0.62, -0.10, -0.85, 2.05, -1.20, -0.71, -0.85, -0.07, -0.62, 0.20, 0.20, 0.21, 0.22, 0.17, 0.20, 0.18, 0.21, 0.21, 0.20, -0.59, 1.33, -0.58, -0.58, -0.57, -0.63, -0.05, -0.16, -0.21, -0.31, -0.22, -0.24, 2.40, -1.01, -1.02, -1.07, 0.21, 0.22, 0.20, 0.22, 0.25, 0.25, 0.20]}

4.
{"formula": "C18H31BF4NO6Tl", "method": "ωB97M-V/def2-TZVPD", "charge": 2, "homo_lumo_gap_ha": [0.249, 0.138], "e_lumo_ev": [-8.31, -11.20], "symbols": ["Tl", "C", "C", "O", "C", "C", "O", "C", "C", "O", "C", "C", "O", "C", "C", "O", "C", "C", "O", "H", "H", "H", "H", "H", "H", "H", "H", "H", "H", "H", "H", "H", "H", "H", "H", "H", "H", "H", "H", "H", "H", "H", "H", "F", "B", "F", "F", "F", "N", "C", "C", "C", "C", "C", "C", "H", "H", "H", "H", "H", "H", "H"], "positions_angstrom": [[0.14009, 0.69524, 1.00481], [-2.93043, 2.95669, 0.59017], [-2.89840, 2.84699, 2.07394], [-2.19960, 1.68986, 2.60084], [-3.15030, 0.71483, 3.18415], [-2.62314, -0.68140, 3.23061], [-1.97493, -0.92947, 1.94928], [-2.33892, -2.23401, 1.46347], [-2.21867, -2.35447, -0.05875], [-0.89539, -1.97034, -0.49026], [-0.72513, -2.65846, -1.79277], [0.41739, -1.98105, -2.56490], [0.38921, -0.61767, -2.23820], [0.77037, 0.18285, -3.39840], [0.92555, 1.61505, -2.94336], [-0.08042, 1.94432, -1.98565], [-0.20283, 3.36594, -1.88393], [-1.50782, 3.66583, -1.12961], [-1.58477, 2.81064, 0.05776], [-3.39745, 3.92326, 0.28486], [-3.62342, 2.19776, 0.22343], [-3.93358, 2.87360, 2.39811], [-2.33265, 3.73833, 2.45253], [-4.08900, 0.73084, 2.61666], [-3.34443, 1.08523, 4.22477], [-3.49385, -1.36216, 3.31597], [-1.93984, -0.85618, 4.00817], [-3.40831, -2.35549, 1.70645], [-1.76744, -3.02813, 1.88383], [-2.96313, -1.77234, -0.64758], [-2.30810, -3.42911, -0.25718], [-1.64146, -2.50228, -2.39349], [-0.54208, -3.70821, -1.61068], [0.34794, -2.26627, -3.62069], [1.37549, -2.39684, -2.29348], [0.00042, 0.09509, -4.18855], [1.73742, -0.17269, -3.87315], [0.88332, 2.36968, -3.79955], [1.99123, 1.73951, -2.54461], [-0.25875, 3.86110, -2.86654], [0.76414, 3.77705, -1.40113], [-2.34884, 3.52580, -1.80247], [-1.47490, 4.76460, -0.82187], [0.16032, 0.59857, 3.66470], [1.02715, -0.57491, 3.95212], [0.30135, -1.72806, 3.50405], [2.26519, -0.41344, 3.23501], [1.24604, -0.65110, 5.34073], [2.64228, -2.08134, 1.11283], [3.34153, -1.56847, 0.10511], [3.59050, -2.40745, -1.08364], [4.23253, -1.82028, -2.14585], [4.73657, -0.47136, -2.04541], [4.58292, 0.29534, -0.86869], [3.83840, -0.23821, 0.17344], [2.12860, -2.93467, 0.99274], [2.47545, -1.60211, 2.01757], [3.35040, -3.48764, -1.07216], [4.43735, -2.41291, -3.07435], [5.31226, -0.03836, -2.90420], [5.01762, 1.28962, -0.65210], [3.76894, 0.35327, 1.08509]], "nbo_charge": [0.84, -0.09, -0.13, -0.09, -0.13, -0.10, -0.58, -0.08, -0.08, -0.57, -0.08, -0.09, -0.54, -0.09, -0.09, -0.54, -0.09, -0.10, -0.53, 0.24, 0.22, 0.24, 0.29, 0.24, 0.29, 0.22, 0.25, 0.18, 0.21, 0.19, 0.20, 0.19, 0.19, 0.20, 0.16, 0.19, 0.19, 0.20, 0.17, 0.21, 0.19, 0.21, 0.21, -0.62, 1.37, -0.57, -0.57, -0.53, -0.58, 0.22, -0.14, -0.23, -0.07, -0.20, -0.19, 0.42, 0.46, 0.24, 0.26, 0.25, 0.26, 0.26]}

Number 1: DFT total energy -1772.5987 Ha. Number 2: DFT total energy -2058.0205 Ha. Number 3: DFT total energy -9084.2194 Ha. Number 4: DFT total energy -1806.9167 Ha.